Arrangement one

9
Properties=species:S:1:pos:R:3:mulliken_charge:R:1 method="wB97M-V/def2-TZVPD" charge=0 e_homo_ev="-7.940 / -7.751" orbital_gap_ev="7.606 / 7.883"
C 1.790 -0.399 -0.145 -0.0070
C -1.209 0.487 -0.265 -0.7525
O 1.394 -1.137 -0.914 -0.2578
P -0.347 0.713 1.279 -0.0252
H 2.726 -0.274 0.447 0.2605
H -2.241 0.122 -0.143 0.3208
H -0.824 -0.368 -0.926 0.2319
H -1.132 1.501 -0.798 0.2412
H -0.157 -0.644 1.464 -0.0118

=====

Arrangement two

9
Properties=species:S:1:pos:R:3:mulliken_charge:R:1 method="wB97M-V/def2-TZVPD" smiles=P[C@@H]1CO1 charge=0 e_homo_ev=-9.736 orbital_gap_ev=10.797
P 0.849 -0.863 1.215 -0.1211
C -0.406 -0.293 -0.013 0.1094
C -0.486 1.092 -0.469 -0.3692
O -1.396 0.563 0.447 -0.3743
H 1.938 -0.315 0.537 0.0308
H 1.043 -2.104 0.616 0.0324
H -0.876 -1.213 -0.814 0.2189
H 0.214 1.815 -0.064 0.2400
H -0.880 1.318 -1.454 0.2331

=====

Arrangement three

9
Properties=species:S:1:pos:R:3:mulliken_charge:R:1 method="wB97M-V/def2-TZVPD" smiles=O[C@@H]1CP1 charge=0 e_homo_ev=-9.014 orbital_gap_ev=9.714
O 0.944 -1.226 0.184 -0.5271
C 0.117 -0.518 -0.569 -0.0260
C -0.389 0.878 -0.104 -0.7065
P -1.778 -0.440 0.067 -0.0652
H 0.473 -2.141 0.376 0.3816
H 0.141 -0.497 -1.703 0.3028
H 0.084 1.189 0.786 0.3187
H -0.608 1.527 -0.885 0.3177
H -1.201 -1.190 1.296 0.0038

=====

Quick one: most stable of them? arrangement three

=====

Arrangement one

10
Properties=species:S:1:pos:R:3:mulliken_charge:R:1 method="wB97M-V/def2-TZVPD" charge=-1 e_homo_ev=-3.001 orbital_gap_ev=7.810
O 2.560 0.854 0.937 -0.8050
H 2.283 0.058 1.412 0.2857
N 0.250 0.183 -0.302 -0.6517
C -1.073 0.181 -0.528 -0.4073
O -1.914 -1.143 -0.061 -0.7475
H 1.760 0.708 0.328 0.5452
H 0.798 -0.186 -1.076 0.0736
H -1.658 0.823 0.137 0.3053
H -1.428 0.138 -1.560 0.1379
H -1.577 -1.615 0.712 0.2638

=====

Arrangement two

10
Properties=species:S:1:pos:R:3:mulliken_charge:R:1 method="wB97M-V/def2-TZVPD" charge=-1 e_homo_ev=-2.560 orbital_gap_ev=7.258
O -1.286 1.845 1.638 -0.8159
H -0.294 2.114 1.530 0.3025
N -0.300 -0.430 0.310 -0.8394
C 0.826 -0.830 -0.394 -0.1329
O 0.744 -0.350 -1.744 -0.6813
H -1.180 1.079 0.909 0.4159
H -1.092 -1.078 -0.004 0.0932
H 1.832 -0.528 -0.118 0.2193
H 0.877 -1.953 -0.412 0.1415
H -0.127 0.130 -1.715 0.2972

=====

Quick one: most stable of them? arrangement one

=====

Arrangement one

16
Properties=species:S:1:pos:R:3:mulliken_charge:R:1 method="wB97M-V/def2-TZVPD" smiles="CN1C=[NH+]C[C@H]1O" charge=+1 e_homo_ev=-14.647 orbital_gap_ev=11.204
C 0.693 -0.018 1.820 -1.0184
N -0.116 0.183 0.656 0.0662
C -0.204 1.320 0.102 0.0389
N -0.452 1.283 -1.200 -0.0755
C -0.520 -0.053 -1.679 -0.5656
C -0.301 -0.992 -0.369 0.0987
O 0.689 -1.812 -0.503 -0.4555
H 0.926 0.910 2.419 0.3408
H 0.004 -0.721 2.399 0.3498
H 1.696 -0.354 1.595 0.3755
H -0.270 2.276 0.680 0.3760
H -0.531 2.012 -1.800 0.0991
H 0.167 -0.190 -2.467 0.4137
H -1.565 -0.282 -1.940 0.2671
H -1.281 -1.448 -0.034 0.3475
H 1.066 -2.113 0.321 0.3417

=====

Arrangement two

16
Properties=species:S:1:pos:R:3:mulliken_charge:R:1 method="wB97M-V/def2-TZVPD" smiles="C[C@@H]1CNC=[NH+]O1" charge=+1 e_homo_ev=-14.460 orbital_gap_ev=10.765
C 2.056 -0.491 0.139 -1.3057
C 0.690 -0.280 -0.486 0.3540
C 0.132 0.962 0.121 -0.7945
N -1.279 1.196 -0.004 -0.0766
C -2.063 0.138 -0.063 -0.0939
N -1.539 -1.110 -0.061 -0.0857
O -0.150 -1.389 0.067 -0.2750
H 2.058 -0.746 1.241 0.3694
H 2.599 0.472 -0.131 0.3423
H 2.561 -1.206 -0.374 0.4277
H 0.661 -0.450 -1.620 0.2833
H 0.382 0.684 1.198 0.3312
H 0.717 1.780 -0.163 0.4228
H -1.636 2.185 0.114 0.3142
H -3.076 0.251 -0.123 0.4842
H -2.112 -1.996 0.143 0.3023

=====

Quick one: most stable of them? arrangement one

=====

Arrangement one

16
Properties=species:S:1:pos:R:3:mulliken_charge:R:1 method="wB97M-V/def2-TZVPD" charge=+1 e_homo_ev=-13.916 orbital_gap_ev=10.375
C 2.223 1.128 -0.275 -1.0553
C 1.275 -0.005 0.099 0.3431
C 0.483 -0.590 -0.908 -0.2116
N -0.556 -1.261 -0.273 0.0840
C -0.614 -0.839 1.046 -0.2756
N 0.511 -0.054 1.199 -0.0508
H 1.647 2.060 -0.305 0.3150
H 2.435 0.948 -1.340 0.3253
H 2.997 1.112 0.503 0.3436
H 0.581 -0.551 -2.019 0.3532
H -1.127 -1.963 -0.544 0.1174
H -1.323 -1.109 1.823 0.3997
H 0.682 0.307 2.195 0.3022
H -2.506 1.537 -1.415 0.3310
H -2.533 1.517 0.094 0.3218
O -2.593 0.897 -0.657 -0.6429

=====

Arrangement two

16
Properties=species:S:1:pos:R:3:mulliken_charge:R:1 method="wB97M-V/def2-TZVPD" smiles="C=NC(=O)[C@H](C)[NH3+]" charge=+1 e_homo_ev=-14.401 orbital_gap_ev=10.967
C -3.066 0.500 0.101 -0.1649
N -2.148 -0.260 0.470 -0.2523
C -1.010 -0.861 0.018 0.5618
O -0.936 -1.906 -0.650 -0.5992
C 0.464 -0.243 0.538 -0.0358
C 0.759 0.804 -0.538 -1.2829
N 1.371 -1.427 0.381 -0.3441
H -3.151 1.165 -0.778 0.2788
H -3.820 0.575 0.880 0.2786
H 0.230 0.166 1.533 0.3272
H -0.118 1.483 -0.663 0.3309
H 1.619 1.503 -0.232 0.3422
H 0.988 0.481 -1.597 0.4085
H 0.749 -2.079 -0.296 0.4334
H 1.480 -1.982 1.216 0.3397
H 2.202 -1.199 -0.201 0.3782

=====

Arrangement three

16
Properties=species:S:1:pos:R:3:mulliken_charge:R:1 method="wB97M-V/def2-TZVPD" smiles="CN1CCOC1=[NH2+]" charge=+1 e_homo_ev=-14.822 orbital_gap_ev=11.853
C 0.138 -1.824 -0.441 -1.2033
N 0.220 -0.413 -0.189 0.0849
C 1.106 0.655 -0.747 -0.3199
C 0.728 1.844 0.158 -0.4288
O -0.623 1.577 0.535 -0.3939
C -0.775 0.158 0.485 0.5475
N -1.832 -0.394 0.989 -0.2789
H 0.960 -2.126 -1.020 0.3688
H 0.254 -2.342 0.513 0.4223
H -0.781 -1.997 -1.055 0.4291
H 0.741 0.895 -1.816 0.2973
H 2.196 0.374 -0.593 0.3548
H 1.265 1.946 1.054 0.3060
H 0.591 2.799 -0.271 0.2855
H -1.881 -1.361 0.787 0.2381
H -2.307 0.208 1.610 0.2905

=====

Quick one: most stable of them? arrangement three

=====

Arrangement one

16
Properties=species:S:1:pos:R:3:mulliken_charge:R:1 method="wB97M-V/def2-TZVPD" smiles=O[C@@H]1[NH2+]C[C@]12CN2 charge=+1 e_homo_ev=-13.760 orbital_gap_ev=10.181
O -1.246 -1.527 -0.354 -0.5396
C -0.794 -0.513 0.554 -0.0788
N -1.453 0.773 0.130 -0.0919
C -0.195 1.309 -0.349 -1.0889
C 0.550 -0.011 -0.088 0.7718
C 1.735 -0.648 -0.639 -0.3824
N 1.798 0.107 0.594 -0.6367
H -1.628 -2.298 0.101 0.3506
H -0.857 -1.024 1.526 0.4615
H -1.910 1.522 0.781 0.3999
H -2.072 0.749 -0.683 0.3811
H 0.334 2.020 0.284 0.3442
H -0.123 1.749 -1.339 0.3022
H 1.688 -1.710 -0.664 0.3018
H 2.246 -0.058 -1.380 0.2422
H 1.926 -0.440 1.526 0.2630

=====

Arrangement two

16
Properties=species:S:1:pos:R:3:mulliken_charge:R:1 method="wB97M-V/def2-TZVPD" smiles="C[C@]1([NH3+])CC(=O)N1" charge=+1 e_homo_ev=-14.279 orbital_gap_ev=10.304
C -0.647 0.189 -1.203 -1.4668
C 0.129 0.202 -0.010 0.6417
N 0.080 -1.115 0.861 -0.2910
C 0.156 1.495 1.079 -0.5972
C 1.650 1.524 0.801 0.3870
O 2.540 2.159 1.268 -0.4934
N 1.495 0.557 -0.160 -0.1556
H -0.148 -0.360 -2.108 0.3263
H -0.675 1.186 -1.739 0.3635
H -1.680 -0.214 -1.218 0.3667
H 0.800 -0.955 1.476 0.3475
H 0.345 -1.991 0.451 0.3124
H -0.936 -1.264 1.330 0.4120
H -0.119 1.347 2.136 0.3158
H -0.417 2.330 0.553 0.2882
H 2.212 0.105 -0.800 0.2430

=====

Quick one: most stable of them? arrangement two

=====

Arrangement one

12
Properties=species:S:1:pos:R:3:mulliken_charge:R:1 method="wB97M-V/def2-TZVPD" charge=0 e_homo_ev=-8.484 orbital_gap_ev=9.305
C 0.191 1.492 -0.052 -1.1075
C -0.167 0.034 -0.101 0.6948
N 0.598 -0.979 -0.041 -0.5850
S 2.311 -0.715 -0.028 -0.1528
N -1.545 -0.209 -0.108 -0.1849
O -1.844 -1.574 -0.057 -0.4353
H -0.737 2.129 -0.133 0.2923
H 0.918 1.735 -0.885 0.3232
H 0.706 1.714 0.880 0.3346
H 2.594 -1.992 -0.086 0.1468
H -2.123 0.244 0.583 0.2313
H -0.903 -1.880 0.028 0.4424

=====

Arrangement two

12
Properties=species:S:1:pos:R:3:mulliken_charge:R:1 method="wB97M-V/def2-TZVPD" charge=0 e_homo_ev=-8.707 orbital_gap_ev=9.479
H -0.534 -1.855 3.654 0.2703
N 0.385 -1.494 3.374 -0.6413
N 0.295 -0.656 2.469 0.6645
O -0.692 -0.213 1.900 -0.5413
H 1.226 -0.288 2.165 0.2576
C -0.474 0.094 -2.567 -0.6557
C -0.508 0.884 -1.508 0.0647
S 0.894 1.615 -0.756 -0.2056
H -1.382 -0.303 -2.984 0.2466
H 0.453 -0.178 -3.042 0.1666
H -1.420 1.144 -0.995 0.2657
H 1.756 1.250 -1.708 0.1078

=====

Quick one: most stable of them? arrangement one

=====

Arrangement one

12
Properties=species:S:1:pos:R:3:mulliken_charge:R:1 method="wB97M-V/def2-TZVPD" charge=0 e_homo_ev="-8.124 / -7.361" orbital_gap_ev="8.292 / 7.714"
C -0.098 1.048 -0.335 -0.7153
C 0.995 0.168 -0.187 -0.0384
N -1.309 0.548 0.804 -0.3930
N -1.505 -0.760 0.635 0.0856
O -0.478 -1.535 0.828 -0.4488
S 1.513 -0.811 -1.541 -0.1758
H 0.042 2.105 -0.128 0.2777
H -0.614 0.929 -1.227 0.3321
H 1.643 0.113 0.608 0.3815
H -0.869 0.544 1.697 0.3194
H -2.036 -1.168 -0.076 0.2440
H 2.716 -1.179 -1.077 0.1310

=====

Arrangement two

12
Properties=species:S:1:pos:R:3:mulliken_charge:R:1 method="wB97M-V/def2-TZVPD" charge=0 e_homo_ev="-8.351 / -8.437" orbital_gap_ev="8.190 / 8.128"
C -0.256 0.824 0.852 -0.4673
C -0.858 -0.249 -0.179 0.2184
N 0.073 -1.181 -0.650 -0.6604
N 1.754 -0.046 -0.242 -0.4119
O -1.415 0.461 -1.241 -0.5471
S 1.385 0.283 1.294 0.0513
H -0.195 1.762 0.305 0.2767
H -0.859 0.942 1.749 0.3306
H -1.695 -0.738 0.342 0.2930
H 0.249 -1.924 0.023 0.3026
H 2.546 -0.671 -0.336 0.2651
H -0.729 0.538 -1.918 0.3487

=====

Arrangement three

12
Properties=species:S:1:pos:R:3:mulliken_charge:R:1 method="wB97M-V/def2-TZVPD" smiles="NNC(=O)CS" charge=0 e_homo_ev=-9.398 orbital_gap_ev=10.144
N -1.944 -1.091 0.003 -0.7728
N -0.617 -0.777 0.049 0.1218
C -0.289 0.535 0.035 0.5379
O -1.063 1.445 -0.209 -0.6384
C 1.205 0.866 0.263 -0.4949
S 2.391 -0.460 -0.027 -0.2837
H -2.354 -0.430 -0.631 0.2945
H -2.403 -0.944 0.883 0.2459
H 0.065 -1.517 0.024 0.2197
H 1.410 1.745 -0.333 0.3288
H 1.372 1.159 1.288 0.3006
H 2.227 -0.530 -1.346 0.1407

=====

Arrangement four

12
Properties=species:S:1:pos:R:3:mulliken_charge:R:1 method="wB97M-V/def2-TZVPD" smiles="NNC(=S)CO" charge=0 e_homo_ev=-8.845 orbital_gap_ev=9.603
N 0.136 -1.073 -2.084 -0.7672
N 0.545 -0.460 -0.899 0.0352
C -0.257 -0.018 0.060 0.3633
S -1.913 0.032 -0.193 -0.4156
C 0.421 0.498 1.342 -0.3956
O -0.303 1.517 1.952 -0.4877
H -0.771 -1.541 -1.898 0.2834
H -0.124 -0.334 -2.746 0.2707
H 1.557 -0.537 -0.728 0.2631
H 1.414 0.926 1.178 0.2822
H 0.556 -0.314 2.036 0.2581
H -1.262 1.305 1.979 0.3101

=====

Quick one: most stable of them? arrangement three